(1)
ORCA calculation (the ωB97M-V functional and the def2-TZVPD basis) on one molecule with the formula CH5N2P in a non-equilibrium geometry.

Calculated values
HOMO: -0.331 Eh
structure (SMILES): C/N=P/N

```
9
CH5N2P | the OMol25 dataset | the ωB97M-V functional and the def2-TZVPD basis
C -1.03922 1.12633 0.81303
N -0.13279 -0.03103 0.46333
P 0.51518 -0.02852 -0.98063
N 1.38866 -1.45686 -0.92853
H -1.66389 1.27139 -0.05612
H -0.49227 2.09731 0.98127
H -1.61437 0.73310 1.61845
H 1.41367 -2.07933 -0.08517
H 1.62502 -1.63240 -1.82563
```

=====

(2)
ORCA calculation (the ωB97M-V functional and the def2-TZVPD basis) on one molecule with the formula CH5N2P in a non-equilibrium geometry.

Calculated values
HOMO: -0.318 Eh
structure (SMILES): [H]/N=P/NC

```
9
CH5N2P | the OMol25 dataset | the ωB97M-V functional and the def2-TZVPD basis
H -1.39856 1.74229 -2.39775
N -1.40874 1.46406 -1.44085
P 0.24071 0.53896 -1.30666
N 0.10642 0.23831 0.34051
C 0.73145 -0.95690 1.02312
H -0.83826 0.48740 0.47307
H -0.02712 -1.44707 1.54122
H 0.97678 -1.42897 0.12805
H 1.61732 -0.63808 1.63930
```

=====

What are the ΔE to the lowest compared entry with this formula, charge and spin values for these records? In order: 0.273, 1.822 eV.